(1)
Formula: C29H27ClFN7O2
Source: the OMol25 dataset
Level of theory: ωB97M-V with the def2-TZVPD basis set

Highest occupied orbital energy ... -8.06 eV
SMILES ... CC(C)(C)NC(=O)[C@H](c1c[nH]c2ccccc12)N(C(=O)Cn1nnc(-c2ccc(Cl)cc2)n1)c1ccccc1F

Each line ends with the natural charge from an NBO analysis.
Geometry (Å):
C: 4.7176 -3.8945 0.0390  -0.622
H: 4.8805 -3.1875 -0.7730  0.200
H: 3.7418 -4.3576 -0.0813  0.235
H: 5.4805 -4.6661 -0.0146  0.211
C: 4.7844 -3.1751 1.3899  0.123
N: 3.7439 -2.1459 1.4452  -0.634
C: 2.4234 -2.3710 1.3579  0.695
O: 1.9022 -3.4652 1.2743  -0.645
C: 1.6253 -1.0515 1.3052  -0.141
C: 0.2499 -1.1270 1.8639  -0.161
C: -0.5996 -2.1955 1.9205  0.023
N: -1.7834 -1.8139 2.4812  -0.521
C: -1.7346 -0.4818 2.7806  0.125
C: -2.6936 0.3588 3.3297  -0.235
C: -2.3584 1.6853 3.4947  -0.220
C: -1.1009 2.1689 3.1241  -0.245
C: -0.1448 1.3401 2.5807  -0.217
C: -0.4566 -0.0068 2.4064  -0.005
H: 0.8204 1.7265 2.2875  0.215
H: -0.8811 3.2172 3.2664  0.212
H: -3.0814 2.3676 3.9173  0.213
H: -3.6676 -0.0139 3.6108  0.213
H: -2.5717 -2.4184 2.6374  0.414
H: -0.4260 -3.2064 1.6089  0.245
N: 1.6180 -0.6300 -0.1139  -0.443
C: 2.6289 0.1552 -0.5335  0.703
O: 3.5512 0.4946 0.1856  -0.632
C: 2.5519 0.6581 -1.9815  -0.316
N: 1.2266 1.0566 -2.3280  0.001
N: 0.6120 0.6934 -3.4287  -0.031
N: -0.5681 1.1968 -3.3844  -0.264
C: -0.6612 1.8758 -2.2195  0.274
N: 0.4817 1.7989 -1.5446  -0.255
C: -1.8548 2.5337 -1.7363  -0.120
C: -2.9289 2.7599 -2.5931  -0.157
C: -4.0785 3.3588 -2.1170  -0.241
C: -4.1526 3.7206 -0.7797  -0.019
C: -3.0931 3.4924 0.0858  -0.250
C: -1.9426 2.9014 -0.3954  -0.107
H: -1.1139 2.6992 0.2639  0.233
H: -3.1717 3.7677 1.1255  0.231
Cl: -5.5935 4.4628 -0.1813  0.004
H: -4.9155 3.5422 -2.7726  0.228
H: -2.8493 2.4605 -3.6267  0.234
H: 2.8614 -0.1138 -2.6899  0.256
H: 3.2353 1.5110 -2.0536  0.249
C: 0.7815 -1.3515 -1.0044  0.041
C: 1.3488 -2.3269 -1.8199  -0.146
C: 0.5743 -3.0661 -2.6923  -0.234
C: -0.7913 -2.8484 -2.7618  -0.178
C: -1.3780 -1.8933 -1.9543  -0.262
C: -0.5956 -1.1582 -1.0813  0.407
F: -1.2052 -0.2152 -0.3411  -0.321
H: -2.4366 -1.6910 -1.9918  0.235
H: -1.3999 -3.4185 -3.4456  0.221
H: 1.0384 -3.8136 -3.3163  0.221
H: 2.4122 -2.5025 -1.7519  0.214
H: 2.1788 -0.2691 1.8353  0.248
H: 4.0625 -1.1871 1.3848  0.430
C: 6.1255 -2.4611 1.5463  -0.612
H: 6.2636 -1.7285 0.7535  0.212
H: 6.9393 -3.1795 1.4976  0.219
H: 6.1738 -1.9497 2.5049  0.214
C: 4.5733 -4.1698 2.5328  -0.620
H: 3.6049 -4.6500 2.4292  0.240
H: 5.3496 -4.9297 2.5152  0.207
H: 4.6062 -3.6547 3.4900  0.210

---

(2)
Formula: C6H9F
Source: the OMol25 dataset
Level of theory: ωB97M-V with the def2-TZVPD basis set

Highest occupied orbital energy ... -7.83 eV
Relative energy (zero: lowest compared OMol25 entry of this formula, charge and spin) ... 5.177 eV

Each line ends with the natural charge from an NBO analysis.
Geometry (Å):
C: -2.1310 1.1394 -0.3299  -0.209
C: -1.7239 0.7151 0.8784  -0.217
C: -1.4184 -0.1197 -0.2642  0.285
C: 1.3037 0.8239 -0.5024  -0.674
C: 1.0904 -1.4471 0.5912  -0.652
C: 0.7900 -0.5845 -0.5705  -0.078
F: -2.0409 -1.3426 -0.3947  -0.384
H: -2.7762 1.8336 -0.7992  0.227
H: -1.6894 0.9480 1.8977  0.224
H: 1.0501 1.5264 -1.2674  0.221
H: 2.2950 0.9119 -0.2651  0.205
H: 0.9530 1.4357 0.2997  0.210
H: 2.1143 -1.5247 0.4930  0.208
H: 0.5901 -2.4592 0.3021  0.230
H: 0.8631 -0.9185 1.4469  0.215
H: 0.7300 -0.9375 -1.5156  0.189

---

(3)
Formula: C9H14
Source: the OMol25 dataset
Level of theory: ωB97M-V with the def2-TZVPD basis set

Highest occupied orbital energy ... -8.95 eV
Relative energy (zero: lowest compared OMol25 entry of this formula, charge and spin) ... 0.680 eV
SMILES ... Cc1ccccc1.CC

Each line ends with the natural charge from an NBO analysis.
Geometry (Å):
C: 0.3015 2.4067 -0.8908  -0.613
C: 0.6941 1.7689 -2.2435  -0.617
H: -0.7642 2.2269 -0.7355  0.202
H: 0.8115 1.8598 -0.1053  0.213
H: 0.5559 3.4571 -0.9331  0.206
H: 0.5816 2.4538 -3.0786  0.206
H: 0.1351 0.8505 -2.4846  0.196
H: 1.6401 1.2429 -2.1253  0.208
C: -2.1177 -0.8180 -0.8177  -0.641
C: 0.3628 -0.9680 -0.4881  -0.214
C: -0.8888 -0.5982 0.0208  -0.004
C: 1.4495 -1.2234 0.3343  -0.212
C: -0.9613 -0.3490 1.3839  -0.221
C: 1.3582 -0.8522 1.6678  -0.222
C: 0.1453 -0.4555 2.2174  -0.205
H: 0.3701 -1.2562 -1.5294  0.204
H: 2.3355 -1.6757 -0.0868  0.216
H: -2.8398 -0.0281 -0.5554  0.214
H: -2.6256 -1.7000 -0.4169  0.227
H: -1.9270 0.0000 1.7442  0.205
H: 2.1991 -0.8382 2.3273  0.211
H: 0.0537 -0.2154 3.2604  0.215
H: -2.0067 -0.7972 -1.8969  0.224

---

(4)
Formula: C15H22ClCoO4
Source: the OMol25 dataset
Level of theory: ωB97M-V with the def2-TZVPD basis set

⟨S²⟩ ... 3.765
Highest occupied orbital energy (alpha / beta) ... -10.34 / -10.90 eV
2S+1 ... 4
Relative energy (zero: lowest compared OMol25 entry of this formula, charge and spin) ... 0.020 eV
Total charge ... +1

Each line ends with the Löwdin spin population.
Geometry (Å):
Co: 0.2497 -0.7089 0.3821  2.605
C: 2.4554 0.2259 2.3764  0.002
C: 1.5841 -0.8978 2.9662  0.005
O: 0.2697 -0.7083 2.4412  0.041
C: -0.8455 -1.4254 2.9710  0.004
C: -2.0452 -0.8352 2.2637  0.003
O: -1.8420 -0.9899 0.8443  0.038
C: -2.6125 -0.0980 0.0168  0.002
C: -1.8006 1.1537 -0.4089  0.002
O: -0.6102 1.1746 0.3815  0.034
C: 0.3839 2.1577 0.0565  0.001
C: 1.4301 2.0301 1.1369  0.002
O: 1.9282 0.6845 1.1254  0.034
H: 3.4621 -0.1500 2.1982  0.000
H: 2.5234 1.0645 3.0692  0.000
H: 1.5589 -0.8350 4.0558  0.001
H: 1.9479 -1.8864 2.6758  0.001
H: -0.9244 -1.2694 4.0487  0.001
H: -0.7371 -2.4946 2.7669  0.001
H: -2.1320 0.2261 2.5051  0.000
H: -2.9604 -1.3540 2.5541  0.001
H: -3.5288 0.1726 0.5401  0.000
H: -2.8811 -0.6710 -0.8680  0.000
H: -2.3629 2.0719 -0.2302  0.001
H: -1.5349 1.0959 -1.4685  0.000
H: -0.0541 3.1581 0.0670  0.000
H: 0.7848 1.9471 -0.9402  0.000
H: 0.9768 2.2435 2.1079  0.000
H: 2.2460 2.7345 0.9600  0.000
Cl: -1.0626 1.3661 -5.5708  0.010
C: -0.3793 0.4438 -4.2663  0.032
C: 0.9266 0.6849 -3.8639  -0.004
C: 1.4677 -0.0477 -2.8183  0.031
C: 0.7221 -1.0317 -2.1588  0.020
C: 1.2406 -1.7357 -0.9530  0.081
C: -0.5887 -1.2593 -2.5987  0.035
C: -1.1412 -0.5334 -3.6455  -0.007
H: 1.5141 1.4380 -4.3712  -0.001
H: 2.4885 0.1452 -2.5100  0.001
H: 0.8888 -2.7697 -0.8745  0.018
H: 2.3244 -1.7470 -0.8472  0.007
H: -1.1813 -2.0398 -2.1314  0.001
H: -2.1492 -0.7303 -3.9852  -0.001

---

Result set for energy: -60278.2810 -9079.5169 -9559.5013 -74243.5817 eV, one per record in the order listed.
Result set for max |F|: 1.1 6.3 2.1 0.5 eV/A, one per record in the order listed.